# 1
A cluster of 2 separate species, C5H5Cl in total in a non-equilibrium geometry, computed with wB97M-V/def2-TZVPD.

Properties
Net charge: 0
Energy in Eh: -653.474357
Kohn-Sham gap in Ha: 0.2798
LUMO in eV: -1.49
HOMO level in eV: -9.10

Geometry (Å):
C -2.617 -2.089 -0.178
C -3.392 -1.186 0.136
C 0.201 1.039 -0.199
C 1.307 0.594 0.359
C -3.853 0.031 0.704
Cl -5.146 0.659 -0.138
H -2.219 -2.849 -0.773
H -0.846 0.823 0.242
H 0.188 1.544 -1.066
H 1.334 -0.055 1.305
H 2.226 0.711 -0.062

Charges in e, computed with Mulliken, in the same order as the atoms: number 1, C, carries -0.189; number 2, C, carries 0.120; number 3, C, carries -0.326; number 4, C, carries -0.509; number 5, C, carries -0.272; number 6, Cl, carries -0.040; number 7, H, carries 0.374; number 8, H, carries 0.079; number 9, H, carries 0.294; number 10, H, carries 0.188; number 11, H, carries 0.282

# 2
The molecule C5H8N2 in a non-equilibrium geometry, computed with wB97M-V/def2-TZVPD.

Properties
Net charge: 0
Energy in Eh: -304.778673
Kohn-Sham gap in Ha: 0.3934
LUMO in eV: 0.78
HOMO level in eV: -9.93
SMILES: C[C@@]1(CC#N)CN1

Geometry (Å):
C 1.430 0.089 -0.804
C 0.207 0.052 0.113
C -1.008 0.856 -0.437
C -2.383 0.264 -0.458
N -3.400 -0.300 -0.431
C 0.044 -1.135 0.976
N 0.363 0.167 1.564
H 1.181 -0.389 -1.757
H 1.796 1.097 -1.038
H 2.290 -0.464 -0.401
H -0.734 1.178 -1.451
H -1.006 1.741 0.205
H 0.840 -1.878 0.935
H -0.963 -1.517 1.140
H 1.342 0.240 1.843

Charges in e, computed with Mulliken, in the same order as the atoms: number 1, C, carries -1.552; number 2, C, carries 1.162; number 3, C, carries -0.746; number 4, C, carries 0.270; number 5, N, carries -0.427; number 6, C, carries -0.638; number 7, N, carries -0.680; number 8, H, carries 0.357; number 9, H, carries 0.356; number 10, H, carries 0.387; number 11, H, carries 0.340; number 12, H, carries 0.336; number 13, H, carries 0.277; number 14, H, carries 0.276; number 15, H, carries 0.285

# 3
The molecule C4H5FO2 in a non-equilibrium geometry, computed with wB97M-V/def2-TZVPD.

Properties
Net charge: 0
Energy in Eh: -405.756403
Kohn-Sham gap in Ha: 0.4059
LUMO in eV: 0.50
HOMO level in eV: -10.54
SMILES: C/C(=C/F)C(=O)O

Geometry (Å):
C 0.840 1.317 -0.008
C -0.057 0.097 -0.013
C -1.375 0.249 -0.003
F -2.242 -0.801 -0.006
C 0.667 -1.208 -0.007
O 1.868 -1.253 -0.005
O -0.061 -2.348 -0.001
H 1.487 1.308 -0.865
H 1.513 1.312 0.894
H 0.273 2.250 -0.010
H -1.911 1.212 0.026
H -1.002 -2.136 -0.002

Charges in e, computed with Mulliken, in the same order as the atoms: number 1, C, carries -1.200; number 2, C, carries 0.537; number 3, C, carries -0.082; number 4, F, carries -0.282; number 5, C, carries 0.397; number 6, O, carries -0.537; number 7, O, carries -0.539; number 8, H, carries 0.284; number 9, H, carries 0.260; number 10, H, carries 0.380; number 11, H, carries 0.345; number 12, H, carries 0.438

# 4
The molecule C2H4N2S3 in a non-equilibrium geometry, computed with wB97M-V/def2-TZVPD.

Properties
Net charge: 0
Energy in Eh: -1382.610272
Kohn-Sham gap in Ha: 0.3025
LUMO in eV: 0.22
HOMO level in eV: -8.01
SMILES: S=C1NSCSN1

Geometry (Å):
S -0.605 0.424 -2.784
C 0.041 -0.096 -1.308
N -0.595 -1.065 -0.635
S -0.718 -1.256 0.987
C -0.033 0.173 1.648
S 1.573 0.479 1.021
N 0.972 0.698 -0.670
H -1.325 -1.607 -1.385
H 0.364 -0.299 2.576
H -0.795 0.989 1.742
H 1.122 1.560 -1.192

Charges in e, computed with Mulliken, in the same order as the atoms: number 1, S, carries -0.471; number 2, C, carries 0.497; number 3, N, carries -0.282; number 4, S, carries -0.010; number 5, C, carries -0.537; number 6, S, carries 0.016; number 7, N, carries -0.358; number 8, H, carries 0.299; number 9, H, carries 0.243; number 10, H, carries 0.370; number 11, H, carries 0.232

# 5
A structure of composition C24H31Br2N7O7SSi2Ti in a non-equilibrium geometry, computed with wB97M-V/def2-TZVPD.

Properties
Spin multiplicity: 2
Net charge: +1
Energy in Eh: -8817.573506
Kohn-Sham gap (spin up / spin down) in Ha: 0.2232 / 0.2179
LUMO (spin up / spin down) in eV: -4.37 / -4.62
HOMO level (spin up / spin down) in eV: -10.44 / -10.55

Geometry (Å):
Ti 0.562 -0.256 -0.863
Br 2.336 -4.889 3.646
C 1.753 -3.613 2.386
C 0.526 -2.966 2.550
C 0.149 -2.020 1.619
N 0.933 -1.641 0.598
C 2.114 -2.277 0.428
C 2.536 -3.292 1.285
C 2.959 -1.728 -0.639
C 4.033 -2.414 -1.198
C 4.814 -1.765 -2.143
Br 6.206 -2.686 -3.018
C 4.561 -0.424 -2.425
C 3.464 0.175 -1.838
N 2.652 -0.463 -0.995
H -0.109 -3.209 3.387
H -0.822 -1.538 1.696
H 3.479 -3.790 1.138
H 4.231 -3.438 -0.934
H 5.185 0.117 -3.116
H 3.223 1.212 -2.048
O -5.263 -3.578 -3.908
N -4.123 -3.275 -4.159
O -3.568 -3.426 -5.224
C -3.347 -2.672 -3.090
C -3.997 -2.283 -1.918
C -3.274 -1.651 -0.914
C -1.919 -1.335 -1.119
O -1.215 -0.539 -0.385
C -1.254 -1.849 -2.286
C -1.981 -2.502 -3.284
N 0.061 -1.541 -2.178
O 0.978 -1.869 -3.004
O 0.877 0.824 -2.601
N -3.870 -1.322 0.352
O -3.124 -1.331 1.314
O -5.050 -1.079 0.385
H -5.053 -2.473 -1.793
H -1.511 -2.846 -4.193
C -2.174 0.930 3.657
Si -1.886 2.118 2.193
C -3.175 1.841 0.818
C -1.866 3.931 2.759
C -0.105 1.648 1.536
Si 1.486 2.458 2.286
C 2.020 3.958 1.237
C 2.756 1.036 2.069
C 1.270 2.864 4.130
H -3.007 1.284 4.257
H -1.312 0.862 4.313
H -2.421 -0.072 3.313
H -4.084 1.415 1.232
H -2.794 1.160 0.061
H -3.447 2.766 0.320
H -2.875 4.329 2.798
H -1.289 4.573 2.102
H -1.448 4.012 3.756
H -0.020 0.563 1.657
H 2.377 3.655 0.253
H 2.817 4.513 1.721
H 1.192 4.642 1.077
H 2.730 0.656 1.043
H 2.542 0.209 2.744
H 3.769 1.369 2.271
H 0.793 3.828 4.272
H 2.237 2.912 4.620
H 0.675 2.118 4.645
N -1.264 1.102 -3.270
C 0.058 1.018 -3.524
N 0.473 1.139 -4.792
S 0.010 1.965 -0.236
H -1.933 1.357 -3.978
H -1.543 1.195 -2.298
H -0.157 1.316 -5.557
H 1.447 0.981 -4.998

Charges in e, computed with Mulliken, in the same order as the atoms: number 1, Ti, carries -1.992; number 2, Br, carries -0.091; number 3, C, carries -0.444; number 4, C, carries -1.235; number 5, C, carries -0.017; number 6, N, carries 1.470; number 7, C, carries 0.765; number 8, C, carries -0.924; number 9, C, carries 0.916; number 10, C, carries -0.917; number 11, C, carries -0.187; number 12, Br, carries -0.099; number 13, C, carries -0.797; number 14, C, carries -0.373; number 15, N, carries 0.729; number 16, H, carries 0.579; number 17, H, carries 0.419; number 18, H, carries 0.517; number 19, H, carries 0.520; number 20, H, carries 0.481; number 21, H, carries 0.554; number 22, O, carries -0.606; number 23, N, carries 1.029; number 24, O, carries -0.611; number 25, C, carries -0.519; number 26, C, carries -0.405; number 27, C, carries -1.620; number 28, C, carries 1.049; number 29, O, carries 0.896; number 30, C, carries 0.557; number 31, C, carries -0.746; number 32, N, carries 1.151; number 33, O, carries -0.762; number 34, O, carries -0.269; number 35, N, carries 0.843; number 36, O, carries -0.467; number 37, O, carries -0.574; number 38, H, carries 0.643; number 39, H, carries 0.665; number 40, C, carries -1.086; number 41, Si, carries 0.625; number 42, C, carries -0.679; number 43, C, carries -1.190; number 44, C, carries 2.470; number 45, Si, carries 0.315; number 46, C, carries -1.089; number 47, C, carries -0.449; number 48, C, carries -1.187; number 49, H, carries 0.444; number 50, H, carries 0.310; number 51, H, carries 0.240; number 52, H, carries 0.358; number 53, H, carries -0.298; number 54, H, carries 0.454; number 55, H, carries 0.426; number 56, H, carries 0.320; number 57, H, carries 0.308; number 58, H, carries -1.978; number 59, H, carries 0.279; number 60, H, carries 0.406; number 61, H, carries 0.326; number 62, H, carries -0.377; number 63, H, carries 0.221; number 64, H, carries 0.552; number 65, H, carries 0.311; number 66, H, carries 0.425; number 67, H, carries 0.332; number 68, N, carries -0.254; number 69, C, carries 0.750; number 70, N, carries -0.440; number 71, S, carries -0.661; number 72, H, carries 0.265; number 73, H, carries 0.022; number 74, H, carries 0.177; number 75, H, carries 0.226

# 6
The molecule C27H21N3O5S2 in a non-equilibrium geometry, computed with wB97M-V/def2-TZVPD.

Properties
Net charge: 0
Energy in Eh: -2378.445440
Kohn-Sham gap in Ha: 0.2779
LUMO in eV: -0.75
HOMO level in eV: -8.31
SMILES: O=C(NCCN1C(=O)S/C(=C\c2cccs2)C1=O)[C@H](Cc1ccccc1)N1C(=O)c2ccccc2C1=O

Geometry (Å):
O 2.362 -4.110 0.932
C 1.974 -3.055 0.476
N 1.790 -1.942 1.200
C 1.915 -1.888 2.633
C 0.570 -1.555 3.290
N -0.026 -0.361 2.708
C -1.227 -0.432 2.055
O -1.909 -1.406 1.916
S -1.673 1.192 1.461
C -0.153 1.861 1.993
C 0.333 3.101 1.765
C -0.253 4.146 1.011
C 0.289 5.399 0.803
C -0.501 6.214 -0.016
C -1.639 5.586 -0.432
S -1.769 3.987 0.168
C 0.626 0.859 2.725
O 1.690 1.048 3.267
C 1.715 -2.900 -1.036
C 2.767 -2.005 -1.736
C 2.590 -0.531 -1.504
C 3.206 0.106 -0.433
C 2.983 1.449 -0.187
C 2.152 2.178 -1.020
C 1.560 1.562 -2.109
C 1.783 0.219 -2.352
N 0.347 -2.529 -1.367
C -0.384 -1.426 -0.974
O -0.007 -0.532 -0.245
C -1.711 -1.555 -1.608
C -2.822 -0.742 -1.531
C -3.958 -1.144 -2.227
C -3.970 -2.315 -2.971
C -2.846 -3.132 -3.049
C -1.721 -2.734 -2.357
C -0.391 -3.362 -2.227
O 0.038 -4.362 -2.735
H 1.421 -1.116 0.740
H 2.259 -2.865 2.980
H 2.647 -1.121 2.904
H -0.146 -2.366 3.141
H 0.721 -1.385 4.359
H 1.303 3.311 2.201
H 1.226 5.705 1.234
H -0.243 7.221 -0.290
H -2.413 5.977 -1.063
H 1.829 -3.913 -1.446
H 2.707 -2.209 -2.808
H 3.747 -2.330 -1.381
H 3.861 -0.457 0.217
H 3.456 1.923 0.660
H 1.970 3.225 -0.827
H 0.919 2.128 -2.769
H 1.312 -0.257 -3.202
H -2.808 0.166 -0.948
H -4.848 -0.534 -2.184
H -4.869 -2.600 -3.497
H -2.848 -4.045 -3.623

Charges in e, computed with Mulliken, in the same order as the atoms: number 1, O, carries -0.731; number 2, C, carries 0.074; number 3, N, carries 0.800; number 4, C, carries -0.868; number 5, C, carries -1.047; number 6, N, carries 0.095; number 7, C, carries 0.862; number 8, O, carries -0.592; number 9, S, carries -0.246; number 10, C, carries 0.140; number 11, C, carries -0.196; number 12, C, carries 0.522; number 13, C, carries -0.529; number 14, C, carries -0.622; number 15, C, carries -0.456; number 16, S, carries 0.005; number 17, C, carries 0.025; number 18, O, carries -0.647; number 19, C, carries 0.463; number 20, C, carries -1.755; number 21, C, carries 0.672; number 22, C, carries -0.052; number 23, C, carries -0.708; number 24, C, carries -0.329; number 25, C, carries -0.873; number 26, C, carries -0.235; number 27, N, carries 0.306; number 28, C, carries 0.120; number 29, O, carries -0.218; number 30, C, carries 0.514; number 31, C, carries 0.024; number 32, C, carries -0.828; number 33, C, carries -0.520; number 34, C, carries -0.567; number 35, C, carries -0.671; number 36, C, carries 0.601; number 37, O, carries -0.681; number 38, H, carries -0.826; number 39, H, carries 0.531; number 40, H, carries 0.403; number 41, H, carries 0.424; number 42, H, carries 0.388; number 43, H, carries 0.367; number 44, H, carries 0.458; number 45, H, carries 0.399; number 46, H, carries 0.445; number 47, H, carries 0.643; number 48, H, carries 0.469; number 49, H, carries 0.469; number 50, H, carries 0.323; number 51, H, carries 0.333; number 52, H, carries 0.603; number 53, H, carries 0.423; number 54, H, carries 0.446; number 55, H, carries 0.480; number 56, H, carries 0.446; number 57, H, carries 0.402; number 58, H, carries 0.521

- Look up the energy of the fifth one.
  -8817.573506 Eh

- What is the net charge in the fourth record?
  0

- Among the records above, which one has the highest energy?
  C5H8N2

- Which formula does entry 5 have?
  C24H31Br2N7O7SSi2Ti